C5H5NO2 | ωB97M-V/def2-TZVPD

```
! wB97M-V def2-TZVPD RIJCOSX def2/J DEFGRID3
* xyz 0 1
C -0.398 1.350 -1.502
C -0.040 0.664 -0.339
C 0.619 -0.685 -0.898
C -0.047 -0.902 1.428
C -0.776 0.257 0.747
H 1.656 -0.219 -1.697
H -0.326 -0.956 -1.597
H -0.979 -1.869 2.039
H 0.894 -0.438 2.351
H -1.669 0.719 0.932
N -0.227 2.078 -2.549
O 0.936 -1.362 0.325
O 0.358 1.361 0.759
*
```

C5H5NO2 | ωB97M-V/def2-TZVPD

```
! wB97M-V def2-TZVPD RIJCOSX def2/J DEFGRID3
* xyz 0 1
C -2.941 -0.037 0.188
C 0.298 1.016 -0.068
C 0.666 -0.445 0.060
C 2.153 -0.401 0.153
C 3.368 -0.582 -0.089
H -3.272 1.093 0.201
H 0.861 1.973 -0.107
H 0.401 -0.843 1.065
H 0.218 -0.951 -0.751
H 4.392 -0.913 -0.368
N -0.962 1.232 -0.084
O -3.584 -1.104 -0.142
O -1.599 -0.039 -0.059
*
```

Results
SMILES: C#CC/C=N\OC=O

C5H5NO2 | ωB97M-V/def2-TZVPD

```
! wB97M-V def2-TZVPD RIJCOSX def2/J DEFGRID3
* xyz 0 1
C -0.099 -1.413 0.081
C 2.591 1.369 0.320
C 1.791 0.896 1.078
C -4.321 0.138 -0.171
C -0.469 0.980 0.131
N -0.289 -0.190 -0.045
O -4.304 -1.007 -0.077
O -4.467 1.247 -0.432
H 0.877 -1.755 0.164
H 3.179 1.889 -0.285
H -0.826 -2.012 -0.267
H 1.136 0.347 1.709
H -0.658 1.846 -0.380
*
```

C5H5NO2 | ωB97M-V/def2-TZVPD

```
! wB97M-V def2-TZVPD RIJCOSX def2/J DEFGRID3
* xyz 0 1
C -1.793 0.476 0.348
C -0.156 -1.245 -0.157
C 1.187 -1.302 -0.247
C 1.798 0.060 -0.206
C 0.702 0.754 -0.122
H -1.317 2.035 -0.534
H -0.746 -2.021 0.138
H 1.622 -2.267 -0.446
H 3.121 0.108 0.031
H 0.515 1.859 -0.043
N -0.531 0.032 -0.125
O -2.119 1.797 0.113
O -2.284 -0.284 1.250
*
```

C5H5NO2 | ωB97M-V/def2-TZVPD

```
! wB97M-V def2-TZVPD RIJCOSX def2/J DEFGRID3
* xyz 0 1
C -0.225 2.299 0.437
C -1.231 1.597 -0.022
C -0.235 -0.553 -0.284
C -0.071 -1.747 0.289
C 1.220 -2.181 -0.211
H 0.757 1.881 0.758
H -0.403 3.370 0.643
H -2.220 1.963 -0.184
H -0.711 -2.227 0.961
H 1.733 -3.157 -0.113
N 1.776 -1.254 -0.972
O -1.239 0.239 -0.272
O 0.848 -0.229 -1.029
*
```

Results
SMILES: C=COc1ccno1

C5H5NO2 | ωB97M-V/def2-TZVPD

```
! wB97M-V def2-TZVPD RIJCOSX def2/J DEFGRID3
* xyz 0 1
C 1.362 -0.702 -1.545
C 1.161 0.471 -0.490
C -0.107 0.403 0.178
C -0.972 -0.621 0.436
C -1.828 0.060 1.394
H 2.090 -0.340 -2.326
H 1.174 1.569 -0.867
H 2.149 0.285 0.245
H -1.118 -1.780 0.213
H -2.700 -0.347 1.817
N -1.600 1.315 1.524
O 0.819 -1.771 -1.517
O -0.431 1.458 0.937
*
```

Results
SMILES: O=CCc1ccno1

C5H5NO2 | ωB97M-V/def2-TZVPD

```
! wB97M-V def2-TZVPD RIJCOSX def2/J DEFGRID3
* xyz 0 1
N 0.906 -1.383 -0.882
C 1.732 -0.104 0.756
C -0.396 -0.556 -0.293
C 0.422 0.341 0.634
C -1.576 -0.106 -0.858
C 0.033 1.560 1.064
O -0.191 -1.910 -0.054
O 2.776 -0.368 1.173
H 0.676 -1.657 -1.840
H -1.740 0.938 -1.080
H -2.336 -0.825 -1.120
H 0.687 2.216 1.624
H -0.993 1.856 0.877
*
```

C5H5NO2 | ωB97M-V/def2-TZVPD

```
! wB97M-V def2-TZVPD RIJCOSX def2/J DEFGRID3
* xyz 0 1
C 0.761 -2.046 -0.399
C 0.274 0.194 0.244
C 0.441 1.309 0.928
C -0.725 2.170 0.424
C -0.998 0.306 -0.583
H -0.224 -2.378 -0.026
H 1.531 -2.750 -0.067
H 0.679 -1.898 -1.494
H 1.167 1.729 1.607
H -1.004 3.169 0.722
N -1.527 1.601 -0.391
O 1.096 -0.868 0.327
O -1.470 -0.538 -1.292
*
```

Results
SMILES: COC1=CC=NC1=O

Short version: relative energy (zero: lowest compared OMol25 entry of this formula, charge and spin) = 842.5, 552.3, 549.8, 291.5, 307.8, 338.5, 720.1, 207.1 kJ/mol, in the order given.
Short version: E_tot = -398.4576, -398.5681, -398.5691, -398.6674, -398.6612, -398.6495, -398.5042, -398.6996 Eh, in the order given.